Here is 7 unconnected molecules or ions with the total composition C47H98N7O8 at a distorted geometry from the OMol25 dataset. Energies are from wB97M-V/def2-TZVPD.

Last columns: bonded neighbours and bond lengths (Å).
CARTESIAN COORDINATES (ANGSTROEM)
1 N -26.4070 -4.2582 -7.4956  O2 1.235, O3 1.184, O4 1.220
2 O -26.8291 -5.2743 -6.9339  N1 1.235
3 O -26.1539 -4.1582 -8.6475  N1 1.184
4 O -26.2095 -3.2762 -6.7986  N1 1.220
5 C -28.7491 -1.6037 -14.2860  C6 1.539, H12 1.090, H13 1.090, H14 1.090
6 C -28.2034 -1.2378 -12.8943  C5 1.539, O7 1.219, N8 1.583
7 O -27.0432 -1.4817 -12.6120  C6 1.219
8 N -29.1673 -0.4402 -11.9245  C6 1.583, H9 1.010, H10 1.010, C11 1.504
9 H -28.9935 0.5536 -11.9702  N8 1.010
10 H -30.1103 -0.5511 -12.2689  N8 1.010
11 C -28.9759 -0.9213 -10.5125  N8 1.504, H15 1.090, H16 1.090, H17 1.090
12 H -28.0210 -2.0130 -14.9863  C5 1.090
13 H -29.3995 -0.9128 -14.8225  C5 1.090
14 H -29.3737 -2.4748 -14.0880  C5 1.090
15 H -27.9244 -0.7537 -10.2794  C11 1.090
16 H -29.2873 -1.9658 -10.5008  C11 1.090
17 H -29.6666 -0.3000 -9.9424  C11 1.090
18 C -22.8736 1.9622 -7.3409  C19 1.566, H29 1.090, H30 1.090, H31 1.090
19 C -22.2166 2.9033 -8.4066  C18 1.566, C20 1.562, N24 1.561, C28 1.539
20 C -22.4049 4.4072 -8.0274  C19 1.562, C21 1.578, H32 1.090, H33 1.090
21 C -21.5628 5.4473 -8.8630  C20 1.578, C22 1.593, H34 1.090, H35 1.090
22 C -20.0122 5.1512 -8.6532  C21 1.593, C23 1.588, H36 1.090, H37 1.090
23 C -19.6543 3.6473 -9.0150  C22 1.588, N24 1.541, C26 1.538, C27 1.603
24 N -20.6682 2.7324 -8.3016  C19 1.561, C23 1.541, O25 1.330
25 O -20.2397 1.4800 -8.1761  N24 1.330
26 C -18.2956 3.4615 -8.3191  C23 1.538, H38 1.090, H39 1.090, H40 1.090
27 C -19.6806 3.3830 -10.5955  C23 1.603, H41 1.090, H42 1.090, H43 1.090
28 C -22.8471 2.5320 -9.7601  C19 1.539, H44 1.090, H45 1.090, H46 1.090
29 H -23.9209 2.1418 -7.0977  C18 1.090
30 H -22.3906 2.0926 -6.3725  C18 1.090
31 H -22.6338 0.9305 -7.5980  C18 1.090
32 H -22.3020 4.6551 -6.9710  C20 1.090
33 H -23.4146 4.7454 -8.2601  C20 1.090
34 H -21.8014 6.4163 -8.4245  C21 1.090
35 H -22.0334 5.5625 -9.8394  C21 1.090
36 H -19.7632 5.3151 -7.6047  C22 1.090
37 H -19.3902 5.8790 -9.1743  C22 1.090
38 H -18.3089 3.5730 -7.2349  C26 1.090
39 H -17.6083 4.1193 -8.8512  C26 1.090
40 H -17.8684 2.4736 -8.4911  C26 1.090
41 H -18.6943 3.1167 -10.9755  C27 1.090
42 H -19.9891 4.2630 -11.1599  C27 1.090
43 H -20.3238 2.5458 -10.8665  C27 1.090
44 H -22.5711 3.1376 -10.6233  C28 1.090
45 H -23.9333 2.4574 -9.7083  C28 1.090
46 H -22.5550 1.5192 -10.0376  C28 1.090
47 C -26.5944 -9.7425 -9.9756  C48 1.577, H58 1.090, H59 1.090, H60 1.090
48 C -28.0071 -10.4202 -10.1518  C47 1.577, C49 1.598, N53 1.552, C57 1.555
49 C -29.1831 -9.5049 -9.5761  C48 1.598, C50 1.490, H61 1.090, H62 1.090
50 C -29.4236 -8.2566 -10.3537  C49 1.490, C51 1.510, H63 1.090, H64 1.090
51 C -29.7474 -8.6915 -11.7628  C50 1.510, C52 1.555, H65 1.090, H66 1.090
52 C -28.6973 -9.4921 -12.5837  C51 1.555, N53 1.532, C55 1.571, C56 1.541
53 N -28.2472 -10.6365 -11.6702  C48 1.552, C52 1.532, O54 1.419
54 O -27.7251 -11.7895 -12.3129  N53 1.419
55 C -27.5513 -8.5587 -13.1154  C52 1.571, H67 1.090, H68 1.090, H69 1.090
56 C -29.4241 -10.1567 -13.7688  C52 1.541, H70 1.090, H71 1.090, H72 1.090
57 C -28.1033 -11.7974 -9.4365  C48 1.555, H73 1.090, H74 1.090, H75 1.090
58 H -26.5929 -8.6528 -10.0022  C47 1.090
59 H -25.8331 -10.1405 -10.6465  C47 1.090
60 H -26.1627 -10.0720 -9.0305  C47 1.090
61 H -28.8723 -9.3252 -8.5469  C49 1.090
62 H -30.1561 -9.9934 -9.5241  C49 1.090
63 H -28.5595 -7.5963 -10.2791  C50 1.090
64 H -30.2172 -7.5911 -10.0141  C50 1.090
65 H -29.9508 -7.7341 -12.2425  C51 1.090
66 H -30.7779 -9.0371 -11.8444  C51 1.090
67 H -26.9061 -9.0806 -13.8221  C55 1.090
68 H -26.9707 -8.1462 -12.2902  C55 1.090
69 H -27.9915 -7.7139 -13.6451  C55 1.090
70 H -30.1947 -10.7916 -13.3317  C56 1.090
71 H -28.8988 -10.7772 -14.4948  C56 1.090
72 H -29.8638 -9.3865 -14.4023  C56 1.090
73 H -27.7885 -11.7264 -8.3954  C57 1.090
74 H -27.5459 -12.5835 -9.9459  C57 1.090
75 H -29.1344 -12.1505 -9.4549  C57 1.090
76 C -21.9581 -8.4478 -4.5019  C77 1.461, H87 1.090, H88 1.090, H89 1.090
77 C -21.3741 -7.2659 -3.8715  C76 1.461, C78 1.550, N82 1.493, C86 1.588
78 C -20.9729 -7.7006 -2.4393  C77 1.550, C79 1.533, H90 1.090, H91 1.090
79 C -20.0999 -6.6996 -1.6741  C78 1.533, C80 1.505, H92 1.090, H93 1.090
80 C -18.9156 -6.3733 -2.5436  C79 1.505, C81 1.565, H94 1.090, H95 1.090
81 C -19.1463 -5.8276 -3.9916  C80 1.565, N82 1.561, C84 1.529, C85 1.546
82 N -20.2117 -6.7546 -4.6565  C77 1.493, C81 1.561, O83 1.427
83 O -20.4264 -6.7419 -6.0676  N82 1.427
84 C -17.8037 -5.9535 -4.7126  C81 1.529, H96 1.090, H97 1.090, H98 1.090
85 C -19.6645 -4.3720 -3.9472  C81 1.546, H99 1.090, H100 1.090, H101 1.090
86 C -22.4054 -6.0621 -3.7771  C77 1.588, H102 1.090, H103 1.090, H104 1.090
87 H -22.7415 -9.0085 -3.9920  C76 1.090
88 H -21.0834 -9.0918 -4.5933  C76 1.090
89 H -22.4749 -8.3624 -5.4578  C76 1.090
90 H -20.3407 -8.5653 -2.6412  C78 1.090
91 H -21.7823 -8.1515 -1.8651  C78 1.090
92 H -19.7740 -7.1644 -0.7437  C79 1.090
93 H -20.5898 -5.7854 -1.3389  C79 1.090
94 H -18.2836 -7.2607 -2.5807  C80 1.090
95 H -18.3009 -5.6189 -2.0526  C80 1.090
96 H -17.1757 -5.3027 -4.1042  C84 1.090
97 H -17.7712 -5.6137 -5.7478  C84 1.090
98 H -17.3352 -6.9377 -4.7089  C84 1.090
99 H -20.3981 -4.2723 -3.1472  C85 1.090
100 H -19.9987 -4.0017 -4.9164  C85 1.090
101 H -18.9298 -3.6203 -3.6585  C85 1.090
102 H -22.5467 -5.5057 -4.7037  C86 1.090
103 H -22.2249 -5.3717 -2.9532  C86 1.090
104 H -23.3200 -6.5659 -3.4644  C86 1.090
105 C -22.3341 -6.0287 -15.5599  C106 1.559, H116 1.090, H117 1.090, H118 1.090
106 C -21.4229 -5.4627 -14.4284  C105 1.559, C107 1.527, N111 1.523, C115 1.583
107 C -21.9397 -5.6966 -13.0102  C106 1.527, C108 1.551, H119 1.090, H120 1.090
108 C -21.6531 -7.0958 -12.4058  C107 1.551, C109 1.547, H121 1.090, H122 1.090
109 C -20.1526 -7.4646 -12.4754  C108 1.547, C110 1.504, H123 1.090, H124 1.090
110 C -19.6687 -7.4470 -13.8989  C109 1.504, N111 1.607, C113 1.531, C114 1.574
111 N -19.9946 -5.9885 -14.4894  C106 1.523, C110 1.607, O112 1.422
112 O -19.0029 -5.2745 -15.2175  N111 1.422
113 C -20.2425 -8.6337 -14.6781  C110 1.531, H125 1.090, H126 1.090, H127 1.090
114 C -18.1133 -7.6499 -13.7640  C110 1.574, H128 1.090, H129 1.090, H130 1.090
115 C -21.4091 -3.8886 -14.5915  C106 1.583, H131 1.090, H132 1.090, H133 1.090
116 H -23.2313 -5.4385 -15.7465  C105 1.090
117 H -22.6868 -7.0164 -15.2629  C105 1.090
118 H -21.7466 -6.0135 -16.4779  C105 1.090
119 H -23.0000 -5.4449 -12.9878  C107 1.090
120 H -21.3790 -5.0448 -12.3403  C107 1.090
121 H -22.1141 -7.9331 -12.9298  C108 1.090
122 H -21.9726 -7.0257 -11.3661  C108 1.090
123 H -19.8653 -8.4522 -12.1145  C109 1.090
124 H -19.6381 -6.7545 -11.8279  C109 1.090
125 H -19.8311 -9.5974 -14.3778  C113 1.090
126 H -19.9825 -8.5340 -15.7319  C113 1.090
127 H -21.3307 -8.6741 -14.6304  C113 1.090
128 H -17.4840 -6.7893 -13.5369  C114 1.090
129 H -17.4812 -8.0822 -14.5398  C114 1.090
130 H -18.0034 -8.3797 -12.9619  C114 1.090
131 H -20.9077 -3.3186 -13.8094  C115 1.090
132 H -22.4482 -3.5609 -14.6216  C115 1.090
133 H -20.9480 -3.6241 -15.5431  C115 1.090
134 C -32.5928 -7.9271 -3.8489  C135 1.499, H143 1.090, H144 1.090, H145 1.090
135 C -31.4686 -8.7179 -3.2504  C134 1.499, C136 1.498, H146 1.090, H147 1.090
136 C -30.4377 -7.7622 -2.7315  C135 1.498, N137 1.579, H148 1.090, H149 1.090
137 N -29.3381 -8.4172 -1.8074  C136 1.579, C138 1.572, C139 1.522, C142 1.586
138 C -28.5250 -9.4041 -2.7222  N137 1.572, H150 1.090, H151 1.090, H152 1.090
139 C -29.8179 -9.1407 -0.5569  N137 1.522, C140 1.496, H153 1.090, H154 1.090
140 C -29.8577 -8.2258 0.6263  C139 1.496, C141 1.524, H155 1.090, H156 1.090
141 C -29.2586 -6.8916 0.1963  C140 1.524, C142 1.558, H157 1.090, H158 1.090
142 C -28.4934 -7.2720 -1.1061  N137 1.586, C141 1.558, H159 1.090, H160 1.090
143 H -33.3741 -8.6856 -3.8976  C134 1.090
144 H -32.3555 -7.6474 -4.8753  C134 1.090
145 H -33.0548 -7.0476 -3.4005  C134 1.090
146 H -31.0113 -9.3938 -3.9729  C135 1.090
147 H -32.0208 -9.2494 -2.4753  C135 1.090
148 H -30.9431 -7.0574 -2.0712  C136 1.090
149 H -29.7227 -7.2309 -3.3596  C136 1.090
150 H -27.6860 -9.6579 -2.0743  C138 1.090
151 H -28.2619 -8.9346 -3.6700  C138 1.090
152 H -29.1803 -10.2566 -2.9006  C138 1.090
153 H -28.9877 -9.8405 -0.4610  C139 1.090
154 H -30.6630 -9.7981 -0.7610  C139 1.090
155 H -29.2423 -8.6729 1.4069  C140 1.090
156 H -30.8148 -8.1609 1.1438  C140 1.090
157 H -28.5878 -6.5142 0.9681  C141 1.090
158 H -30.0425 -6.1368 0.1332  C141 1.090
159 H -27.6571 -7.8414 -0.7007  C142 1.090
160 H -28.3443 -6.4571 -1.8145  C142 1.090

The HOMO-LUMO gap is 2.2444 eV. The value obtained for the energy is -77071.4860 eV. The lowest unoccupied orbital energy comes out at -12.2 eV. The relative energy (zero: lowest compared OMol25 entry of this formula, charge and spin) is 1.4 kcal per mole. As for the charge: +5.

These are the Löwdin partial charges, in e, on atoms 1 to 99: -0.745 -0.104 -0.066 -0.080 0.025 -0.303 0.155 0.090 0.180 0.170 0.036 0.102 0.101 0.097 0.113 0.117 0.115 -0.019 -0.398 -0.122 -0.134 -0.097 -0.385 0.120 0.173 -0.030 0.041 -0.014 0.108 0.091 0.083 0.128 0.127 0.117 0.109 0.119 0.133 0.103 0.112 0.085 0.098 0.098 0.071 0.086 0.106 0.092 0.014 -0.368 -0.124 -0.190 -0.142 -0.409 0.144 0.168 0.020 -0.021 -0.014 0.084 0.094 0.096 0.134 0.132 0.115 0.135 0.128 0.136 0.097 0.073 0.101 0.101 0.098 0.108 0.100 0.088 0.096 -0.049 -0.477 -0.110 -0.159 -0.133 -0.405 0.156 0.138 -0.014 0.007 0.044 0.113 0.109 0.100 0.127 0.142 0.135 0.115 0.133 0.142 0.107 0.094 0.102 0.079